Arrangement P

{"formula": "C5H13N", "method": "wB97M-V/def2-TZVPD", "gap_ev": 9.9, "smiles": "C=CC.CNC", "e_homo_ev": -8.8, "total_charge": 0, "elements": ["N", "C", "C", "C", "C", "C", "H", "H", "H", "H", "H", "H", "H", "H", "H", "H", "H", "H", "H"], "coordinates": [[-2.52, 0.41, 0.87], [-1.88, -0.60, 0.03], [2.01, 0.09, 0.39], [2.42, -1.18, -1.71], [-1.76, 1.67, 0.91], [2.20, -1.17, -0.40], [-1.00, 1.70, 0.12], [-1.26, 1.77, 1.88], [1.73, 0.91, -0.27], [2.09, -2.11, 0.12], [-2.42, -1.54, 0.09], [1.19, -0.09, 1.09], [2.40, -0.24, -2.26], [-2.41, 2.52, 0.74], [2.48, -2.09, -2.29], [-0.84, -0.70, 0.31], [-1.87, -0.33, -1.04], [2.88, 0.38, 0.99], [-3.42, 0.62, 0.45]], "lowdin_charge": [-0.18, -0.15, -0.12, -0.02, -0.15, -0.25, 0.06, 0.07, 0.07, 0.09, 0.07, 0.05, 0.05, 0.07, 0.05, 0.05, 0.08, 0.07, 0.09]}


Arrangement Q

{"formula": "C5H13N", "method": "wB97M-V/def2-TZVPD", "gap_ev": 10.4, "smiles": "C=CN.CCC", "e_homo_ev": -9.2, "total_charge": 0, "elements": ["N", "C", "C", "C", "C", "C", "H", "H", "H", "H", "H", "H", "H", "H", "H", "H", "H", "H", "H"], "coordinates": [[1.58, 1.08, -1.03], [0.55, 1.92, -1.55], [0.52, -2.08, 1.07], [-1.56, -0.62, 1.02], [0.19, 3.03, -0.91], [-0.67, -1.57, 0.25], [-1.21, 0.39, 1.22], [1.06, -1.26, 1.53], [-0.32, -1.14, -0.69], [0.04, -2.69, 1.84], [-0.79, 3.47, -0.95], [-2.56, -0.61, 0.59], [1.36, 0.14, -0.73], [2.43, 1.12, -1.56], [0.31, 1.71, -2.59], [-1.26, -2.43, -0.06], [1.21, -2.75, 0.57], [-1.71, -0.99, 2.04], [0.82, 3.28, -0.06]], "lowdin_charge": [0.00, -0.29, -0.13, -0.13, 0.00, -0.34, 0.07, 0.07, 0.08, 0.07, 0.05, 0.07, 0.04, 0.07, 0.09, 0.10, 0.07, 0.07, 0.05]}


Arrangement R

{"formula": "C5H13N", "method": "wB97M-V/def2-TZVPD", "gap_ev": 9.4, "smiles": "CCN(C)CC", "e_homo_ev": -8.2, "total_charge": 0, "elements": ["N", "C", "C", "C", "C", "C", "H", "H", "H", "H", "H", "H", "H", "H", "H", "H", "H", "H", "H"], "coordinates": [[-0.34, -0.27, 0.45], [0.12, -1.19, 1.46], [0.86, 0.63, -0.15], [-1.15, -0.85, -0.64], [-1.51, 0.21, -1.72], [1.63, 1.27, 0.96], [0.48, 1.42, -1.00], [0.59, -0.78, 2.25], [0.85, -2.01, 1.05], [0.93, 1.33, 1.85], [-0.74, -1.56, 1.84], [-2.46, 0.06, -2.30], [1.33, -0.05, -0.83], [-0.59, -1.53, -1.20], [-0.84, 0.24, -2.49], [1.85, 2.40, 0.68], [2.54, 0.79, 1.27], [-1.51, 1.18, -1.18], [-2.06, -1.29, -0.29]], "lowdin_charge": [-0.21, -0.12, -0.22, -0.25, -0.10, -0.13, 0.14, 0.03, 0.13, 0.09, 0.05, 0.09, 0.08, 0.08, 0.02, 0.11, 0.06, 0.07, 0.10]}


Arrangement S

{"formula": "C5H13N", "method": "wB97M-V/def2-TZVPD", "gap_ev": 10.1, "e_homo_ev": -9.3, "total_charge": 0, "elements": ["N", "C", "C", "C", "C", "C", "H", "H", "H", "H", "H", "H", "H", "H", "H", "H", "H", "H", "H"], "coordinates": [[0.23, -1.78, -0.79], [1.60, 1.49, 1.06], [1.40, 0.03, 0.28], [-1.09, 0.14, 0.16], [-2.35, -0.37, -0.57], [0.17, -0.31, -0.55], [-2.44, -1.47, -0.72], [0.75, 2.41, 0.39], [-1.10, -0.18, 1.31], [-3.23, 0.17, -0.03], [2.23, -0.06, -0.45], [-1.25, 1.27, 0.17], [0.18, 0.10, -1.57], [1.43, -0.77, 1.05], [1.19, 1.44, 2.41], [2.99, 1.70, 0.89], [0.84, -2.19, 0.15], [-2.31, 0.20, -1.43], [0.77, -1.84, -1.76]], "lowdin_charge": [-0.02, -0.17, -0.31, -0.27, -0.13, -0.52, 0.08, 0.13, 0.15, 0.10, 0.09, 0.10, 0.14, 0.08, 0.13, 0.14, 0.15, 0.03, 0.12]}


Of them, the most stable is arrangement P and the least stable is arrangement S.


Arrangement P

{"formula": "C5H14N2O2", "method": "wB97M-V/def2-TZVPD", "gap_ev": 8.8, "e_homo_ev": -8.0, "total_charge": 0, "elements": ["O", "O", "N", "N", "C", "C", "C", "C", "C", "H", "H", "H", "H", "H", "H", "H", "H", "H", "H", "H", "H", "H", "H"], "coordinates": [[-0.13, 0.33, -2.54], [1.28, -1.03, -0.87], [1.25, 1.46, 1.97], [-0.80, -0.70, -1.82], [-0.83, -0.19, 1.00], [0.19, 2.39, 0.00], [0.75, 1.22, 0.74], [-0.43, -2.66, -0.39], [0.04, -1.28, -0.80], [0.02, -2.93, 0.56], [-0.41, -0.74, 1.84], [-0.10, -3.37, -1.14], [-1.74, -0.65, 0.61], [1.67, 0.69, 2.47], [1.29, 0.46, 0.16], [0.81, 0.14, -2.33], [-1.29, 0.72, 1.40], [-1.52, -2.71, -0.31], [-1.11, -1.40, -2.49], [0.82, 2.17, 2.55], [1.02, 3.05, -0.29], [-0.29, 2.05, -0.91], [-0.50, 2.97, 0.61]], "lowdin_charge": [-0.08, -0.06, 0.09, -0.02, -0.06, -0.06, -0.30, -0.03, -0.55, 0.09, 0.03, 0.09, 0.02, 0.11, 0.08, 0.08, 0.02, 0.08, 0.13, 0.11, 0.09, 0.07, 0.08]}


Arrangement Q

{"formula": "C5H14N2O2", "method": "wB97M-V/def2-TZVPD", "gap_ev": [7.4, 7.4], "e_homo_ev": [-6.9, -6.9], "total_charge": 0, "elements": ["O", "O", "N", "N", "C", "C", "C", "C", "C", "H", "H", "H", "H", "H", "H", "H", "H", "H", "H", "H", "H", "H", "H"], "coordinates": [[0.43, -2.96, 0.53], [0.46, 1.81, -0.82], [1.86, -0.73, -0.49], [-1.27, 0.59, -1.93], [0.81, -0.64, 0.37], [1.05, 0.02, 1.68], [-0.42, -1.14, -0.01], [-1.63, 1.60, 0.27], [-0.66, 0.96, -0.69], [1.85, -1.56, -1.06], [-2.49, 0.95, 0.43], [-1.99, 2.55, -0.14], [-1.57, 1.42, -2.45], [2.77, -0.54, -0.09], [1.15, 1.32, -1.28], [-0.59, -1.57, -0.98], [0.13, 0.08, 2.26], [-0.07, -3.38, 1.24], [1.45, 1.03, 1.53], [-1.15, 1.82, 1.22], [-1.25, -1.12, 0.68], [-0.64, 0.07, -2.53], [1.78, -0.57, 2.25]], "lowdin_charge": [-0.35, -0.03, 0.16, 0.06, -0.43, -0.01, -0.02, -0.04, -0.50, 0.12, 0.08, 0.09, 0.09, 0.12, 0.08, 0.09, 0.09, -0.06, 0.09, 0.07, 0.11, 0.08, 0.10]}


Of them, the most stable is arrangement Q and the least stable is arrangement P.


Arrangement P

{"formula": "C10H13O2", "method": "wB97M-V/def2-TZVPD", "gap_ev": 7.1, "e_homo_ev": -4.1, "total_charge": -1, "elements": ["O", "O", "C", "C", "C", "C", "C", "C", "C", "C", "C", "C", "H", "H", "H", "H", "H", "H", "H", "H", "H", "H", "H", "H", "H"], "coordinates": [[-0.01, 4.51, 1.85], [0.70, 2.71, 3.03], [0.25, 3.19, -0.64], [-1.05, -2.21, -2.32], [0.02, -1.95, 0.25], [-0.25, -3.22, -0.28], [-0.88, -0.96, -1.75], [0.54, -1.87, 1.65], [0.75, 2.56, 0.68], [-0.68, -3.35, -1.59], [0.45, 3.36, 2.00], [-0.32, -0.83, -0.47], [-0.32, 2.51, -1.29], [-1.02, -4.31, -1.96], [-1.54, -2.30, -3.27], [-1.05, -0.06, -2.32], [1.81, 2.37, 0.52], [0.94, -0.87, 1.90], [-0.42, 4.00, -0.32], [-0.06, 0.12, -0.04], [1.20, -2.69, 1.93], [-0.14, -4.12, 0.30], [0.32, 1.57, 0.82], [1.03, 3.81, -1.08], [-0.28, -1.96, 2.39]], "lowdin_charge": [-0.08, -0.10, -0.13, -0.11, -0.28, -0.07, -0.08, -0.05, -0.19, -0.10, -0.76, -0.03, 0.04, 0.09, 0.09, 0.10, 0.09, 0.09, 0.06, 0.07, 0.07, 0.10, 0.04, 0.06, 0.09]}


Arrangement Q

{"formula": "C10H13O2", "method": "wB97M-V/def2-TZVPD", "gap_ev": 7.2, "e_homo_ev": -4.0, "total_charge": -1, "elements": ["O", "O", "C", "C", "C", "C", "C", "C", "C", "C", "C", "C", "H", "H", "H", "H", "H", "H", "H", "H", "H", "H", "H", "H", "H"], "coordinates": [[1.94, -2.94, -1.87], [3.20, -1.53, -0.62], [-2.36, 1.59, -0.36], [-1.25, -0.17, -1.66], [-1.17, 1.07, -0.80], [2.33, -2.41, -0.81], [0.12, 2.69, 0.38], [-2.31, 2.56, 0.66], [1.38, -1.87, 1.60], [1.61, -2.92, 0.48], [0.09, 1.64, -0.53], [-1.09, 3.08, 1.00], [-2.16, -0.10, -2.27], [-0.41, -0.42, -2.31], [2.23, -3.66, 1.02], [-3.23, 2.88, 1.12], [1.69, -0.95, 1.08], [-1.37, -1.11, -1.10], [0.92, 1.34, -1.17], [1.00, 3.25, 0.63], [-3.34, 1.17, -0.55], [-0.93, 3.96, 1.63], [2.01, -1.91, 2.48], [0.32, -1.66, 1.77], [0.77, -3.56, 0.21]], "lowdin_charge": [-0.11, -0.10, -0.07, -0.05, -0.28, -0.77, -0.08, -0.11, -0.13, -0.20, -0.02, -0.12, 0.07, 0.08, 0.09, 0.09, 0.05, 0.08, 0.12, 0.09, 0.10, 0.09, 0.05, 0.05, 0.08]}


Of them, the most stable is arrangement P and the least stable is arrangement Q.